Record 1
7
Properties=species:S:1:pos:R:3 method="wB97M-V/def2-TZVPD" energy_ev=-34608.4589 gap_ev=6.72 multiplicity=1 e_homo_ev=-9.196 de_lowest_kcal_mol=61.0
C 0.777 0.103 0.039
C -0.443 -0.833 0.168
H -0.982 1.714 0.200
H 0.027 -1.982 0.754
S 0.419 1.801 -0.239
S 2.265 -0.541 -0.451
S -2.063 -0.260 -0.469

Record 2
7
Properties=species:S:1:pos:R:3 method="wB97M-V/def2-TZVPD" energy_ev=-34610.8287 gap_ev=8.50 multiplicity=1 e_homo_ev=-8.929 de_lowest_kcal_mol=6.3
C 2.586 0.029 -0.645
C -1.946 0.074 0.555
S 2.263 -0.964 0.505
S 2.880 1.017 -1.802
S -1.818 -1.216 -0.391
H -2.699 0.152 1.331
H -1.266 0.907 0.448

Record 3
8
Properties=species:S:1:pos:R:3 method="wB97M-V/def2-TZVPD" energy_ev=-45442.8562 gap_ev=8.51 multiplicity=1 e_homo_ev=-9.001 de_lowest_kcal_mol=80.2
C -1.558 -0.212 1.128
C 1.691 0.116 -1.114
S -0.689 -0.934 -0.083
S 0.297 0.914 -0.672
S -2.698 -1.149 2.020
S 2.974 1.178 -1.499
H -2.321 -2.374 1.874
H 2.304 2.460 -1.655

Record 4
8
Properties=species:S:1:pos:R:3 method="wB97M-V/def2-TZVPD" energy_ev=-45445.3823 smiles="S=C(S)C(=S)S" gap_ev=7.10 multiplicity=1 e_homo_ev=-8.494 de_lowest_kcal_mol=21.9
C -0.617 0.585 -0.200
C 0.654 -0.553 0.144
S -2.061 -0.086 -0.605
S 2.091 0.078 0.328
S -0.025 2.178 -0.319
S 0.055 -2.184 -0.067
H -1.216 2.710 -0.048
H 1.119 -2.729 0.766

Record 5
59
Properties=species:S:1:pos:R:3 method="wB97M-V/def2-TZVPD" energy_ev=-39563.2040 gap_ev=7.14 multiplicity=1 total_charge=-1 e_homo_ev=-5.124 de_lowest_kcal_mol=56.9
C 0.171 -0.599 -0.079
C -0.226 0.716 -0.694
O 0.529 0.730 -1.858
H 1.253 -0.861 -0.079
H -0.371 -1.516 -0.408
H -0.027 -0.620 1.041
H 0.087 1.531 -0.004
H -1.232 0.813 -0.964
O -2.509 -1.861 1.569
H -2.483 -1.704 0.644
H -1.748 -2.389 1.781
O -3.483 1.760 0.807
H -3.906 0.930 0.876
H -3.599 1.961 -0.112
O -3.093 -2.127 -1.137
H -3.107 -2.873 -1.706
H -3.822 -1.647 -1.400
O -1.003 -1.177 -2.964
H -1.547 -1.508 -2.255
H -0.442 -0.554 -2.486
O 0.930 -3.873 -1.275
H 0.362 -4.144 -0.521
H 0.678 -4.558 -1.897
O -1.820 3.603 -0.721
H -1.274 2.900 -0.429
H -1.795 3.611 -1.707
O 1.418 3.325 2.984
H 0.711 2.840 2.525
H 1.146 3.221 3.921
O 1.978 -1.308 -2.380
H 1.567 -2.131 -2.077
H 1.396 -0.716 -1.978
O 2.303 0.969 1.466
H 1.441 0.977 1.085
H 2.302 1.748 2.078
O 2.628 -2.717 1.148
H 2.620 -2.367 2.032
H 3.192 -2.157 0.662
O -0.969 1.628 2.282
H -1.701 1.406 1.773
H -1.137 2.101 3.104
O 0.608 3.238 -2.550
H 0.994 3.022 -3.437
H 0.451 2.371 -2.086
O 0.113 -0.595 3.532
H 0.960 -0.796 3.202
H -0.227 0.134 3.035
O 3.167 1.699 -2.199
H 3.331 1.094 -2.943
H 2.280 1.490 -2.018
O -3.994 2.119 -1.767
H -4.216 1.258 -2.154
H -3.049 2.324 -1.996
O 0.030 -3.375 2.031
H 0.418 -3.687 2.857
H 0.720 -2.965 1.541
O 4.307 -0.641 0.651
H 5.060 -0.051 0.805
H 3.615 0.016 0.850

Record 6
11
Properties=species:S:1:pos:R:3 method="wB97M-V/def2-TZVPD" energy_ev=-87068.4294 gap_ev=8.60 multiplicity=1 total_charge=-1 e_homo_ev=-5.212 de_lowest_kcal_mol=11.1
O 1.895 -1.373 0.002
C 2.057 -0.264 0.253
F 3.287 0.221 0.597
N 1.063 0.748 0.205
C 0.003 0.357 -0.761
O 0.330 0.289 -1.902
Al -1.944 -0.008 -0.147
Br -2.039 -1.462 1.764
H 0.681 0.920 1.133
H -2.630 -0.783 -1.372
H -2.703 1.353 0.228

Record 7
10
Properties=species:S:1:pos:R:3 method="wB97M-V/def2-TZVPD" energy_ev=-26170.9267 gap_ev=4.31 multiplicity=1 total_charge=+1 e_homo_ev=-12.425
O -1.199 1.824 1.085
P -0.632 1.695 -0.266
C 0.761 0.407 -0.195
N 0.125 -0.807 0.092
C 0.983 -1.693 0.310
S 1.548 -3.115 0.549
H -1.619 1.108 -1.116
H -0.141 2.913 -0.813
H 1.228 0.391 -1.202
Be -1.053 -2.723 1.557

Record 8
9
Properties=species:S:1:pos:R:3 method="wB97M-V/def2-TZVPD" s_squared=0.7531 energy_ev=-8666.1419 gap_ev="7.45 / 11.31" multiplicity=2 e_homo_ev="-7.284 / -11.150" de_lowest_kcal_mol=0.0
C -1.289 -0.310 -0.861
O -0.885 -0.007 0.357
H -2.260 0.075 -1.203
H -0.348 -0.503 -1.566
O 1.478 -1.007 1.161
C 2.074 -0.093 0.494
O 1.554 1.069 0.615
Be 0.251 0.086 0.928
H 3.171 -0.163 0.382